C36H32N4O7Pt as an isolated structure, computed with ωB97M-V/def2-TZVPD.

The geometry in XYZ format:
```
80
C36H32N4O7Pt (ωB97M-V/def2-TZVPD)
Pt -0.31332 0.36414 0.49151
O -2.81191 3.08666 2.05394
C -2.09472 2.39871 1.39203
N -1.77102 1.06584 1.60344
C -2.12777 0.31663 2.71872
O -2.91872 0.61807 3.56085
C -1.37425 -0.99240 2.74952
C -1.61429 -1.89835 3.75584
C -0.90904 -3.09372 3.76194
C 0.01801 -3.32690 2.75933
C 0.22540 -2.36454 1.78965
N -0.47143 -1.22900 1.77294
C -1.44699 2.91853 0.12233
C -1.78340 4.15765 -0.37441
C -1.24964 4.55682 -1.59126
C -0.40670 3.69392 -2.27653
C -0.09362 2.47059 -1.71611
N -0.59891 2.10147 -0.53544
H -2.34508 -1.63941 4.50992
H -1.07061 -3.82393 4.54311
H 0.60200 -4.23517 2.73035
H 0.98906 -2.49495 1.04084
H -2.46404 4.77180 0.19979
H -1.49457 5.52543 -2.00565
H 0.01654 3.96318 -3.23349
H 0.58012 1.77871 -2.20159
O 0.91362 1.38315 1.63935
C 1.93973 0.74109 2.24039
O 2.23255 -0.40434 1.96258
C 2.67700 1.58576 3.19508
C 2.28898 2.89371 3.46867
C 2.99369 3.68143 4.37804
C 4.08087 3.09976 4.98524
O 4.90819 3.64402 5.89884
C 5.89794 2.65067 6.20519
O 5.56208 1.47571 5.46083
C 4.47106 1.79007 4.71493
C 3.79577 1.00485 3.82716
H 1.41979 3.30580 2.97712
H 2.70064 4.69606 4.60485
H 5.86728 2.43003 7.27078
H 6.87772 3.01325 5.89494
H 4.09052 -0.01206 3.61383
C -5.65437 -3.35242 -5.07712
C -4.66027 -2.63901 -4.21975
C -4.83771 -2.55365 -2.83940
C -3.92807 -1.91505 -2.02201
C -4.19539 -1.86198 -0.54745
C -2.77545 -1.33156 -2.62919
C -1.77757 -0.67210 -1.88463
O -1.78944 -0.52205 -0.63188
C -2.58497 -1.40481 -4.04426
C -1.39456 -0.79104 -4.73730
C -3.52770 -2.05614 -4.80117
H -6.57277 -3.57011 -4.53748
H -5.22927 -4.29779 -5.42282
H -5.89257 -2.76562 -5.96433
H -5.72029 -2.99722 -2.39613
H -5.15090 -2.33094 -0.32586
H -4.21646 -0.83624 -0.17888
H -3.41616 -2.38344 0.01214
H -0.93486 -0.25445 -2.43986
H -0.45086 -1.21880 -4.39153
H -1.35365 0.29075 -4.59433
H -1.45702 -0.97165 -5.80744
H -3.39914 -2.11821 -5.87479
C 4.90827 -1.53145 -2.67155
C 3.65056 -1.09415 -1.99420
C 2.50731 -1.89098 -1.97326
C 1.37169 -1.44986 -1.33190
N 1.30577 -0.26706 -0.70568
C 2.39954 0.51745 -0.72483
C 3.56203 0.14348 -1.35646
H 4.87876 -2.58644 -2.93311
H 5.77171 -1.34931 -2.03222
H 5.05639 -0.95519 -3.58711
H 2.50023 -2.86258 -2.44861
H 0.47541 -2.05816 -1.32503
H 2.33295 1.45464 -0.18950
H 4.41030 0.81445 -1.33046
```

- HOMO level (Ha) = -0.44832
- total charge = +2
- strongest force on any atom (Eh/bohr) = 0.0123
- Kohn-Sham gap (eV) = 6.00
- spin multiplicity = 1
- energy above the lowest of the compared OMol25 structures with the same formula, charge and spin (kJ/mol) = 0.0
- electronic energy (Ha) = -2255.62360

Results of the Mulliken charge analysis, in e, for atoms 1 through 5: number 1, Pt, carries 1.092; number 2, O, carries -0.561; number 3, C, carries 0.023; number 4, N, carries 0.330; number 5, C, carries 0.024